Density functional theory data (wB97M-V/def2-TZVPD) for a cluster of 6 separate species, C14H25Br10F3O2 in total.

CARTESIAN COORDINATES (ANGSTROEM)
Br: -3.82081 -2.09910 -2.63339
C: -4.97263 -1.20832 -1.40137
C: -4.41690 -1.52012 0.01397
Br: -5.68463 -0.93199 1.42669
H: -5.98265 -1.59836 -1.56227
H: -4.83763 -0.12266 -1.59032
H: -3.55437 -0.95727 0.06801
H: -4.15592 -2.54868 0.21176
Br: -0.79212 2.46723 -1.94729
C: -0.92199 4.27713 -1.23861
C: -1.97923 5.07609 -1.99965
Br: -3.81361 4.60577 -1.40557
H: 0.06365 4.79119 -1.51034
H: -1.07364 4.29086 -0.13700
H: -1.99229 4.89045 -3.04403
H: -1.77558 6.14211 -1.82471
Br: 2.70027 2.20020 2.85442
C: 3.47558 3.25878 1.40568
C: 2.41472 3.41756 0.34617
Br: 2.90932 4.80170 -0.94570
H: 4.26918 2.62935 1.04283
H: 3.70558 4.21730 1.82302
H: 1.52934 3.86338 0.74869
H: 2.18628 2.61921 -0.31650
Br: -0.76138 -0.76852 0.01016
C: -0.75391 0.82719 1.39020
C: -0.76514 0.27065 2.79127
Br: -2.52803 -0.50898 3.26187
H: -1.68208 1.25672 1.03127
H: 0.09610 1.46637 1.16467
H: -0.52523 1.01054 3.57236
H: -0.03342 -0.52359 2.73616
Br: 0.02772 -5.81707 0.86388
C: -0.87113 -5.52587 2.54246
C: -0.95855 -4.03182 2.82318
Br: 0.78946 -3.15007 2.92192
H: -0.23196 -6.06373 3.25480
H: -1.85432 -5.98241 2.47954
H: -1.45047 -3.83522 3.75555
H: -1.49577 -3.42887 2.04222
C: 2.42069 -3.39165 -1.18029
C: 3.00761 -2.09928 -0.72133
O: 2.82001 -1.26631 -1.88229
C: 2.94007 0.00998 -1.79609
O: 3.04125 0.67558 -0.79416
C: 3.00257 0.64510 -3.27245
F: 2.95661 2.01956 -3.14414
F: 4.09157 0.28085 -3.88644
F: 1.95946 0.22642 -3.96620
H: 1.32574 -3.23938 -1.30886
H: 2.65240 -4.16963 -0.45441
H: 2.82066 -3.71118 -2.13349
H: 4.09684 -2.10278 -0.52112
H: 2.38269 -1.63443 0.03525

Cartesian forces, eV/Å:
Br 0.47 -0.36 -0.62
C -0.04 0.16 1.31
C -2.09 -0.19 -0.79
Br 0.45 -0.21 -0.65
H 0.26 0.43 0.03
H -0.58 -0.78 0.08
H 1.77 1.22 0.78
H -0.36 -0.29 -0.13
Br 0.00 0.14 0.43
C 0.97 1.21 -0.81
C -0.17 0.04 1.53
Br 0.63 0.31 -0.12
H -1.15 -0.91 0.62
H 0.06 -0.22 -0.88
H 0.21 -0.26 -0.82
H -0.52 -0.29 0.08
Br -0.10 -0.06 0.16
C -1.11 -0.92 -0.61
C -0.06 1.31 -0.19
Br 0.47 0.29 -0.15
H 0.61 0.35 -0.02
H 0.60 0.24 0.17
H -0.59 -0.11 0.46
H 0.03 -1.03 0.16
Br 0.45 1.11 1.07
C -0.94 -0.95 -1.12
C -0.19 0.00 -0.40
Br 0.86 0.28 -0.21
H 0.02 0.41 0.34
H 0.14 -0.31 -0.05
H -0.11 -0.27 -0.50
H 0.02 -0.28 0.81
Br -0.04 -0.25 -0.56
C 0.71 0.46 0.18
C -0.31 0.58 -1.05
Br -0.14 -0.30 0.19
H -0.46 0.34 0.03
H -0.04 0.07 0.03
H -0.12 0.02 0.57
H 0.46 -0.92 0.57
C -0.62 -0.53 0.38
C -0.12 0.46 -0.46
O 0.23 -0.38 -1.26
C 0.41 1.83 -0.26
O 0.07 -0.31 -0.47
C -1.12 1.01 2.60
F 0.14 -1.68 -0.48
F 1.02 0.01 -0.55
F -0.40 0.19 -0.45
H 0.68 -0.39 0.26
H -0.38 -0.10 0.08
H 0.24 0.07 -0.22
H -0.69 -0.07 0.27
H 0.45 -0.17 0.64

Values from the calculation:
Net charge   0
Multiplicity   1
SMILES   CCOC(=O)C(F)(F)F.BrCCBr.BrCCBr.BrCCBr.BrCCBr.BrCCBr
Energy relative to the best compared isomer or geometry (same formula, charge and spin)   0.0 kcal per mole

=====

Density functional theory data (wB97M-V/def2-TZVPD) for a cluster of 4 separate species, C14H25ClN4OP in total.

CARTESIAN COORDINATES (ANGSTROEM)
C: -1.05284 5.24076 -0.70526
C: 0.23150 4.85989 -0.67105
N: 1.02927 4.60698 -1.76928
P: 1.96544 3.32936 -1.82541
O: 2.66214 3.09534 -0.31431
Cl: 0.61652 1.57114 -1.60989
H: -1.51367 5.70878 0.15988
H: -1.66944 5.07920 -1.58413
H: 0.67936 4.75551 0.32521
H: 2.04227 2.70448 0.31503
C: -2.33606 0.09346 -5.51473
C: -1.49022 1.23561 -6.06551
C: -0.73765 1.99391 -4.96771
C: -1.64862 2.59159 -3.99922
N: -2.38377 3.04779 -3.24424
H: -3.10755 0.46759 -4.84093
H: -2.83260 -0.44522 -6.32373
H: -1.72259 -0.61876 -4.96055
H: -2.12722 1.93162 -6.61647
H: -0.75907 0.84200 -6.77512
H: -0.12706 2.79326 -5.39023
H: -0.06977 1.32515 -4.42046
C: -1.34200 -2.19069 2.37827
C: -1.17852 -0.78911 1.80497
C: -2.14525 -0.48543 0.65719
C: -1.94788 -1.39695 -0.46681
N: -1.75470 -2.09087 -1.36105
H: -1.13185 -2.95118 1.62370
H: -0.65507 -2.35040 3.21023
H: -2.35533 -2.35362 2.75190
H: -0.15664 -0.65567 1.44562
H: -1.33762 -0.05014 2.59199
H: -1.98880 0.53075 0.28872
H: -3.18218 -0.56964 0.98975
C: 2.89334 -3.32006 3.18219
C: 3.56189 -3.18480 4.54473
C: 2.78245 -3.89038 5.66271
C: 1.43826 -3.33637 5.80924
N: 0.38289 -2.90063 5.92478
H: 1.90699 -2.85463 3.17595
H: 3.48942 -2.83344 2.41134
H: 2.77507 -4.36915 2.90377
H: 3.67214 -2.12859 4.79586
H: 4.56629 -3.61032 4.50678
H: 3.29716 -3.78591 6.61877
H: 2.68935 -4.95667 5.44751

Cartesian forces, eV/Å:
C -0.27 0.01 -0.04
C -0.05 0.41 0.06
N -0.42 -0.90 0.20
P 0.85 0.79 -0.49
O -0.14 -0.29 0.18
Cl -0.37 -0.57 0.24
H -0.08 -0.52 0.16
H 0.23 0.48 -0.14
H 0.25 0.42 -0.07
H 0.04 0.07 -0.06
C -0.01 -0.01 -0.07
C -0.08 -0.07 0.03
C 0.11 -0.05 -0.10
C -0.12 0.12 0.26
N -0.14 -0.05 -0.18
H 0.03 0.01 0.04
H 0.00 -0.01 0.00
H -0.01 0.01 0.03
H 0.02 0.02 -0.01
H 0.04 0.04 0.01
H 0.04 -0.01 0.03
H 0.01 0.05 0.04
C 0.07 -0.03 0.01
C 0.07 -0.10 0.09
C 0.08 0.12 0.06
C 0.08 0.07 -0.23
N -0.08 -0.13 0.07
H -0.04 0.01 -0.03
H -0.04 0.01 0.04
H -0.01 0.00 -0.01
H -0.01 0.06 -0.03
H -0.02 0.05 -0.04
H -0.01 -0.01 -0.04
H 0.00 0.00 0.01
C 0.02 0.02 0.01
C -0.02 0.00 -0.13
C 0.13 0.11 -0.12
C -0.10 -0.06 0.10
N -0.03 0.04 -0.01
H -0.01 -0.02 0.01
H 0.00 0.00 -0.01
H -0.01 0.00 0.00
H 0.01 0.00 0.04
H 0.00 -0.01 0.06
H -0.01 -0.03 0.01
H -0.01 0.00 0.01

Values from the calculation:
Net charge   -1
Multiplicity   1
Electronic energy   -1644.3286 Eh

=====

Density functional theory data (wB97M-V/def2-TZVPD) for the molecule C14H25N3O2S.

CARTESIAN COORDINATES (ANGSTROEM)
C: -4.20703 -2.52561 1.24020
C: -4.13689 -1.25927 0.87637
C: -3.28644 -0.76561 -0.25524
N: -2.52414 0.39873 0.12282
C: -1.46955 0.49009 0.99208
N: -1.05984 1.71451 1.10187
N: -1.86248 2.44314 0.28940
C: -2.78693 1.67023 -0.33279
S: -3.94995 2.13379 -1.39218
H: -1.75012 3.43821 0.19666
C: -0.85920 -0.66554 1.69747
H: -1.56024 -1.50069 1.69342
H: -0.66108 -0.36986 2.72848
C: 0.46429 -1.08697 1.04530
H: 1.14756 -0.23984 1.01438
H: 0.91744 -1.87871 1.64739
C: 0.27483 -1.59248 -0.38837
O: -0.62668 -2.67489 -0.45751
H: -0.26108 -3.41182 0.04684
C: 1.62710 -1.97813 -1.00319
O: 2.48268 -0.86987 -0.96063
C: 3.73713 -1.10920 -1.56368
C: 4.63049 0.10566 -1.34226
C: 4.99797 0.27832 0.12950
C: 5.87013 1.50856 0.36405
C: 6.24193 1.66405 1.83361
H: 6.86144 2.54545 1.98140
H: 5.34721 1.76678 2.44357
H: 6.79510 0.79422 2.18170
H: 6.78074 1.42513 -0.23402
H: 5.33448 2.39910 0.02897
H: 5.53054 -0.61160 0.47466
H: 4.07876 0.36557 0.71070
H: 5.53490 -0.01263 -1.94197
H: 4.09802 0.99103 -1.69166
H: 3.60138 -1.29605 -2.64070
H: 4.19900 -2.00579 -1.12007
H: 1.47111 -2.31487 -2.04033
H: 2.06393 -2.82168 -0.43724
H: -0.16910 -0.80190 -1.00097
H: -2.61436 -1.55207 -0.60736
H: -3.93056 -0.43847 -1.08208
H: -4.71473 -0.49794 1.38344
H: -4.84531 -2.85425 2.04199
H: -3.63678 -3.28771 0.73391

Cartesian forces, eV/Å:
C -0.05 -0.09 0.04
C 0.08 0.15 -0.08
C -0.31 -0.43 -0.22
N 0.23 0.86 -0.05
C 0.12 0.31 0.23
N 0.61 -0.18 0.55
N -0.46 -0.88 -0.23
C 0.21 0.25 0.08
S -0.61 0.33 -0.54
H -0.09 -0.12 -0.05
C 0.31 -0.10 -0.02
H 0.03 0.06 0.11
H -0.12 -0.04 -0.01
C -0.34 -0.02 -0.34
H 0.07 -0.01 0.09
H 0.11 -0.04 0.01
C 0.74 0.36 0.23
O -0.13 -0.42 -0.02
H -0.03 0.01 -0.02
C -0.32 -0.12 -0.13
O -0.05 0.14 0.11
C 0.25 0.12 -0.25
C -0.28 -0.42 0.30
C 0.09 0.30 -0.34
C -0.10 -0.23 0.25
C 0.02 0.09 -0.25
H 0.06 0.07 0.11
H -0.07 0.01 0.12
H 0.06 -0.08 0.09
H 0.00 0.06 -0.08
H 0.02 0.04 -0.09
H -0.02 -0.08 0.07
H -0.01 -0.05 0.10
H 0.02 0.03 -0.07
H 0.02 0.07 -0.11
H -0.01 -0.03 0.12
H -0.03 0.05 -0.04
H 0.00 0.01 0.12
H -0.07 0.05 -0.03
H 0.04 -0.01 0.01
H -0.08 0.10 0.01
H 0.19 -0.04 0.11
H -0.12 0.06 0.09
H -0.16 -0.01 0.15
H 0.18 -0.12 -0.13

Values from the calculation:
Net charge   0
Multiplicity   1
SMILES   C=CCn1c(CC[C@H](O)COCCCCC)n[nH]c1=S
Energy relative to the best compared isomer or geometry (same formula, charge and spin)   38.1 kcal per mole

=====

Density functional theory data (wB97M-V/def2-TZVPD) for a cluster of 2 separate species, C14H25N7O6P in total.

CARTESIAN COORDINATES (ANGSTROEM)
O: 2.69594 5.81994 3.11707
O: 1.03784 0.38226 2.77804
O: 0.56008 -6.33698 -6.67557
N: -1.13569 -0.81791 -2.96732
N: -2.22593 -1.61550 -1.14182
O: 0.04262 -2.27908 -5.42291
O: -1.41530 -5.00331 -6.22503
O: -0.55116 -6.66330 -4.48370
C: 1.72410 5.10372 3.27111
C: 1.35506 1.38355 3.40628
C: -2.18488 -0.70150 -2.19351
C: -1.16586 -2.35439 -1.34267
C: -1.27496 0.73811 0.85733
C: -1.22409 1.83600 1.66575
C: -3.13870 0.79374 2.05501
N: -2.47275 0.10037 1.10811
N: 2.23075 1.25460 4.40997
N: -0.47276 -1.87066 -2.43855
N: 1.79672 3.81351 2.94054
N: -2.39072 1.86144 2.41282
C: 0.44542 5.68304 3.84619
C: 2.69024 2.26540 5.36865
C: 0.63941 -2.56138 -3.10909
C: 0.08478 -3.23251 -4.36832
C: -0.06146 2.79784 1.73570
C: 0.93887 -4.39276 -4.84804
C: 0.75789 2.77289 3.04594
P: -0.11294 -5.62358 -5.58644
H: -0.43745 -1.48069 -5.11795
H: -1.05229 -4.59191 -7.02198
H: -0.96257 -7.33671 -5.04220
H: -2.94911 0.05405 -2.35697
H: -0.87436 -3.21098 -0.74080
H: -0.49609 0.41134 0.17551
H: -4.11588 0.53525 2.45547
H: -2.78100 -0.74470 0.61618
H: 2.58266 0.31578 4.53266
H: 2.69748 3.54338 2.56977
H: -2.64103 2.56810 3.09430
H: -0.36639 5.58071 3.13134
H: 0.60735 6.74371 4.04153
H: 0.20327 5.18663 4.78254
H: 1.88044 2.94402 5.64250
H: 3.04818 1.77540 6.27705
H: 3.51493 2.84279 4.94351
H: 1.06665 -3.30860 -2.43353
H: 1.43544 -1.85601 -3.36846
H: -0.92930 -3.58651 -4.13645
H: 0.61373 2.57941 0.90495
H: -0.44939 3.80368 1.56948
H: 1.67933 -4.06672 -5.58125
H: 1.46015 -4.87804 -4.02325
H: 0.09274 3.02308 3.87047

Cartesian forces, eV/Å:
O 0.04 -0.11 -0.06
O -0.43 0.30 -0.51
O 0.84 -0.10 -0.35
N 0.10 -0.63 0.04
N -0.45 0.89 -0.76
O -0.41 0.25 0.18
O -0.70 1.05 0.84
O -0.77 0.78 0.71
C 0.25 2.22 0.51
C 0.00 -0.51 -0.61
C -0.15 -0.29 0.90
C 0.86 0.75 -1.29
C -0.25 0.48 0.42
C 0.95 -0.20 -0.46
C 0.31 -0.28 -0.35
N -0.22 1.14 1.07
N 0.33 0.79 0.92
N -0.15 -1.14 1.70
N -0.47 -2.45 -0.11
N 0.08 -0.95 -0.83
C 0.29 -0.18 -0.11
C 0.11 0.04 -0.30
C -0.24 0.10 -0.11
C 0.39 0.88 0.07
C -0.50 -0.61 0.28
C -0.51 0.22 0.63
C 0.51 0.71 -0.02
P 1.88 -1.79 -2.21
H 0.21 -0.60 -0.20
H -0.52 0.11 -0.40
H -0.14 -0.66 0.33
H 0.27 -0.21 0.08
H 0.14 0.25 -0.29
H -0.50 -0.18 0.18
H 0.37 0.12 -0.15
H 0.04 0.02 -0.14
H -0.15 0.04 -0.13
H -0.03 -0.01 -0.03
H -0.09 -0.24 -0.13
H -0.27 -0.07 0.04
H 0.06 -0.22 -0.07
H -0.24 -0.07 0.10
H 0.08 -0.07 -0.02
H -0.15 -0.02 -0.20
H -0.10 0.06 0.17
H -0.33 0.23 0.16
H -0.24 -0.01 0.02
H 0.04 0.07 0.05
H -0.17 -0.07 0.05
H 0.21 0.13 0.15
H -0.19 -0.10 -0.02
H 0.07 -0.03 0.02
H -0.04 0.19 0.24

Values from the calculation:
Net charge   +1
Multiplicity   1
Energy relative to the best compared isomer or geometry (same formula, charge and spin)   9.6 kcal per mole

=====

- Which value of multiplicity does entry 3 give?
  1

=====

- The highest net charge belongs to which entry?
  C14H25N7O6P